Entry 1:
Entry from the Open Molecules 2025 dataset: a molecular structure, C22H33BrCoN4O3 (the ωB97M-V functional and the def2-TZVPD basis).

Summary:
- LUMO energy (spin up / spin down) (eV) = 0.29 / 0.29
- energy above the lowest of the compared OMol25 structures with the same formula, charge and spin (kJ/mol) = 13.89
- ⟨S²⟩ = 0.816
- spin multiplicity = 2
- highest occupied orbital energy (spin up / spin down) (eV) = -7.21 / -7.16
- calculated total energy (eV) = -143124.1624

The geometry in XYZ format:
```
64
Properties=species:S:1:pos:R:3:lowdin_charge:R:1
Co -0.7702 0.4658 -0.1595 0.57
N 0.4876 1.1858 1.2856 0.02
C -0.0423 2.3632 1.9836 -0.20
C -1.5499 2.2005 2.1211 -0.20
N -2.1141 1.7758 0.8358 -0.10
C -2.4430 2.9050 -0.0497 -0.18
C -2.6258 2.4069 -1.4712 -0.22
N -1.3827 1.7567 -1.8796 0.01
H 1.4166 1.3357 0.8981 0.08
H 0.5696 0.4014 1.9297 0.08
H 0.4110 2.4975 2.9689 0.12
H 0.2016 3.2435 1.3876 0.10
H -1.7756 1.4374 2.8632 0.05
H -1.9966 3.1404 2.4635 0.12
H -2.9279 1.1857 0.9737 0.12
H -3.3256 3.4458 0.3079 0.13
H -1.5986 3.5991 -0.0203 0.12
H -3.4105 1.6493 -1.4885 0.12
H -2.9357 3.2230 -2.1289 0.12
H -1.5544 1.0135 -2.5471 0.10
H -0.7029 2.3951 -2.2716 0.08
Br -1.0472 -0.8121 4.2192 0.77
C -2.0893 -1.8010 2.9542 -0.72
C -2.6539 -2.9840 3.3958 -0.11
C -3.3561 -3.7264 2.4617 -0.04
C -3.4465 -3.2621 1.1617 0.01
C -2.8363 -2.0609 0.8296 -0.16
N -2.1716 -1.3233 1.7318 0.09
C -2.9230 -1.5880 -0.6257 -0.58
O -3.6506 -2.2351 -1.3627 0.05
O -2.2580 -0.5468 -0.9546 -0.10
H -2.5338 -3.3057 4.4193 0.10
H -3.8165 -4.6630 2.7489 0.11
H -3.9684 -3.7962 0.3817 0.12
C 1.8297 2.9417 -1.0092 -0.08
C 2.6617 1.9897 -1.8703 -0.36
C 2.0319 1.7877 -3.2507 -0.06
C 2.9947 0.6742 -1.1830 -0.15
C 4.3258 0.4451 -0.8497 -0.06
C 4.7473 -0.7582 -0.3115 -0.10
C 3.8109 -1.7645 -0.1462 -0.06
C 2.4660 -1.5912 -0.4576 -0.13
C 1.5543 -2.7911 -0.2717 -0.37
C 0.7746 -2.6811 1.0324 -0.06
C 0.6291 -3.0853 -1.4543 -0.05
C 2.0211 -0.3321 -0.9351 -0.29
O 0.7473 -0.0705 -1.2089 -0.19
H 1.6507 3.8841 -1.5348 0.08
H 2.3474 3.1781 -0.0752 0.08
H 0.8645 2.4954 -0.7710 0.03
H 3.6257 2.4816 -2.0333 0.12
H 1.1027 1.2265 -3.1745 0.06
H 2.7033 1.2216 -3.8982 0.09
H 1.8398 2.7528 -3.7290 0.08
H 5.0504 1.2296 -1.0443 0.11
H 5.7874 -0.9209 -0.0613 0.09
H 4.1293 -2.7342 0.2239 0.11
H 2.2227 -3.6523 -0.1693 0.12
H 0.1003 -1.8285 0.9887 0.03
H 1.4440 -2.5500 1.8862 0.08
H 0.1602 -3.5693 1.2096 0.08
H -0.1268 -2.3138 -1.5758 0.06
H 0.1285 -4.0458 -1.3039 0.08
H 1.1962 -3.1416 -2.3849 0.09
```


Entry 2:
Entry from the Open Molecules 2025 dataset: a molecular structure, C22H33Cl5KN3O4S3 (the ωB97M-V functional and the def2-TZVPD basis).

Summary:
- LUMO energy (eV) = -0.11
- energy above the lowest of the compared OMol25 structures with the same formula, charge and spin (kJ/mol) = 84.92
- highest occupied orbital energy (eV) = -7.19
- calculated total energy (eV) = -147452.4867

The geometry in XYZ format:
```
71
Properties=species:S:1:pos:R:3:lowdin_charge:R:1
K -0.5316 0.7656 0.2183 0.67
C -1.3390 3.0603 2.6878 -0.10
O -1.4712 2.7502 1.3263 -0.31
C -1.1342 3.8340 0.5000 -0.20
C -1.4862 3.4911 -0.9346 -0.19
O -0.6027 2.5070 -1.4089 -0.30
C -0.7291 2.2314 -2.7764 -0.19
C -1.9406 1.3635 -3.1136 -0.20
O -1.7012 0.0519 -2.6641 -0.21
C -2.8437 -0.7599 -2.7186 -0.11
H -2.0062 3.8856 2.9701 0.10
H -1.6288 2.1758 3.2477 0.08
H -0.3074 3.3336 2.9367 0.09
H -0.0645 4.0646 0.5749 0.12
H -1.7093 4.7244 0.7938 0.14
H -1.4088 4.4008 -1.5494 0.14
H -2.5236 3.1349 -0.9463 0.13
H 0.1756 1.6884 -3.0532 0.10
H -0.7866 3.1644 -3.3555 0.14
H -2.1089 1.3737 -4.2055 0.14
H -2.8352 1.7765 -2.6274 0.13
H -3.2271 -0.8457 -3.7461 0.09
H -3.6373 -0.3659 -2.0732 0.09
H -2.5371 -1.7389 -2.3572 0.07
C 1.2728 -2.1351 -3.3318 -0.53
C 2.5739 -1.3688 -3.1822 -0.51
S 2.4188 0.0995 -2.0913 0.84
C 3.8395 -0.0742 -0.9690 -0.52
C 3.9349 -1.3607 -0.1679 -0.50
S 2.3919 -1.7441 0.7330 0.83
C 2.1434 -3.5125 0.3335 -0.54
C 1.8687 -3.8461 -1.1233 -0.51
S 0.5228 -2.8187 -1.8207 0.84
H 0.4921 -1.4695 -3.6954 0.06
H 1.4063 -2.9554 -4.0422 0.08
H 3.3832 -1.9934 -2.8077 0.06
H 2.8513 -1.0061 -4.1737 0.07
H 4.7570 0.0625 -1.5470 0.08
H 3.7101 0.7755 -0.2988 0.04
H 4.1784 -2.2181 -0.7930 0.06
H 4.7272 -1.2459 0.5753 0.08
H 3.0095 -4.0762 0.6852 0.08
H 1.2743 -3.7749 0.9374 0.05
H 2.7452 -3.6949 -1.7474 0.06
H 1.5642 -4.8926 -1.1969 0.07
Cl 0.8603 0.3902 3.1799 0.64
C 1.8605 1.6352 2.5151 -0.75
C 1.7207 1.8926 1.1553 -0.24
C 2.5354 2.9351 0.7203 -0.74
Cl 2.4532 3.3709 -0.9580 0.67
C 3.4063 3.6601 1.5255 -0.71
Cl 4.3589 4.9706 0.9082 0.64
C 3.5058 3.3314 2.8726 -0.72
Cl 4.5903 4.1952 3.9043 0.65
C 2.7186 2.3021 3.3794 -0.71
Cl 2.8173 1.9144 5.0668 0.64
C -3.6870 -3.7225 2.9810 -0.03
N -3.3897 -2.6063 2.1270 -0.10
C -3.9529 -1.2895 2.2538 -0.03
C -3.1892 -0.5341 1.1368 -0.50
O -3.4031 0.5997 0.7831 0.05
N -2.3027 -1.3979 0.5833 0.13
C -2.4572 -2.5697 1.1569 -0.41
N -1.7407 -3.6499 0.8076 0.21
H -4.1994 -3.3739 3.8737 0.09
H -2.7637 -4.2125 3.2958 0.09
H -4.3336 -4.4486 2.4778 0.09
H -3.7465 -0.8470 3.2307 0.14
H -5.0280 -1.2815 2.0621 0.14
H -1.1821 -3.5161 -0.0219 0.04
H -2.1299 -4.5625 0.9786 0.11
```


Entry 3:
Entry from the Open Molecules 2025 dataset: a molecular structure, C22H33ClCrN4O7P2S (the ωB97M-V functional and the def2-TZVPD basis).

Summary:
- charge = +1
- LUMO energy (spin up / spin down) (eV) = -3.16 / -3.47
- energy above the lowest of the compared OMol25 structures with the same formula, charge and spin (kJ/mol) = 13.13
- ⟨S²⟩ = 3.804
- spin multiplicity = 4
- highest occupied orbital energy (spin up / spin down) (eV) = -10.07 / -10.23
- calculated total energy (eV) = -114001.3449

The geometry in XYZ format:
```
71
Properties=species:S:1:pos:R:3:lowdin_charge:R:1
Cr 0.5490 0.4101 -0.2424 0.65
Cl -6.3966 -1.5262 -0.3522 0.70
C -4.6829 -1.3438 -0.4427 -0.67
C -3.8788 -2.4697 -0.6891 -0.06
C -2.5148 -2.3532 -0.7580 0.01
C -1.8728 -1.1091 -0.5776 -0.33
O -0.5793 -1.0398 -0.6654 -0.16
C -2.7021 0.0312 -0.3458 -0.12
C -2.1497 1.3254 -0.1885 -0.11
O -0.9354 1.6210 -0.1867 -0.11
C -4.1058 -0.1175 -0.2863 -0.04
H -4.3460 -3.4347 -0.8340 0.12
H -1.9002 -3.2175 -0.9728 0.13
H -2.8551 2.1518 -0.0602 0.15
H -4.7271 0.7546 -0.1214 0.12
C 2.3679 -2.9906 2.1544 -0.08
N 1.1060 -2.3259 2.4611 -0.28
C -0.0950 -3.0814 2.0859 -0.06
P 0.8919 -0.7259 2.7007 0.53
O -0.0462 0.0171 1.8106 -0.28
O 2.4041 -0.0840 2.4897 -0.25
P 2.9028 0.2742 0.9987 0.48
O 2.3682 -0.6978 0.0089 -0.29
N 2.1797 1.7879 0.6941 -0.31
C 1.6344 2.6285 1.7815 -0.06
C 2.9900 2.6158 -0.2359 -0.13
N 4.5185 0.3714 1.0195 -0.29
C 5.2003 1.2465 1.9667 -0.07
C 5.3449 -0.6000 0.3001 -0.05
N 0.5047 -0.4746 4.2575 -0.28
C -0.3028 0.6688 4.6769 -0.07
C 1.0696 -1.2699 5.3407 -0.07
H 2.3878 -3.9570 2.6602 0.10
H 3.2084 -2.3995 2.5107 0.08
H 2.4796 -3.1547 1.0806 0.09
H -0.1569 -3.9927 2.6825 0.10
H -0.0645 -3.3455 1.0274 0.09
H -0.9873 -2.4825 2.2658 0.09
H 1.2868 2.0244 2.6101 0.06
H 0.7916 3.1966 1.3898 0.10
H 2.3911 3.3266 2.1435 0.10
H 3.4339 1.9928 -1.0065 0.05
H 3.7798 3.1342 0.3115 0.09
H 2.3440 3.3485 -0.7136 0.09
H 4.4727 1.8399 2.5221 0.08
H 5.8791 1.9194 1.4401 0.10
H 5.7774 0.6613 2.6850 0.10
H 4.7149 -1.2171 -0.3348 0.08
H 5.8841 -1.2400 1.0018 0.09
H 6.0693 -0.0770 -0.3254 0.10
H -0.7108 1.1725 3.8051 0.07
H 0.2926 1.3747 5.2615 0.09
H -1.1321 0.3225 5.2958 0.10
H 1.5837 -2.1388 4.9366 0.08
H 0.2696 -1.6133 5.9987 0.10
H 1.7748 -0.6800 5.9308 0.09
O -1.1606 0.1039 -8.5693 0.13
C -1.5992 -0.3732 -7.3918 -0.48
O -2.5759 -1.0671 -7.3539 0.12
C -0.8403 0.0094 -6.1557 -0.13
C -1.4210 -0.3244 -4.9360 0.00
C -0.7955 -0.0182 -3.7432 -0.07
C 0.4422 0.6231 -3.7474 -0.59
S 1.3366 1.0564 -2.3004 0.78
C 1.0291 0.9584 -4.9680 -0.11
C 0.3934 0.6543 -6.1577 -0.02
H -0.4067 0.6911 -8.4704 0.09
H -2.3758 -0.8322 -4.9484 0.13
H -1.2570 -0.2812 -2.8075 0.08
H 1.9910 1.4546 -4.9662 0.10
H 0.8992 0.9174 -7.0796 0.11
```


What is the calculated total energy in the first record?
-143124.1624 eV